{
  "formula": "C19H46MnO3P2SSi",
  "method": "the ωB97M-V functional and the def2-TZVPD basis",
  "elements": ["Mn", "C", "P", "C", "C", "C", "P", "C", "C", "H", "H", "H", "H", "H", "H", "H", "H", "H", "H", "H", "H", "H", "H", "H", "H", "C", "H", "H", "H", "C", "C", "C", "C", "O", "Si", "S", "O", "C", "C", "C", "C", "O", "C", "C", "C", "C", "H", "H", "H", "H", "H", "H", "H", "H", "H", "H", "H", "H", "H", "H", "H", "H", "H", "H", "H", "H", "H", "H", "H", "H", "H", "H", "H"],
  "xyz": [[2.95350, -0.31857, -0.22629], [3.98630, -1.07957, 3.35271], [2.86690, -0.28627, 2.14281], [1.23160, -0.56157, 2.92141], [3.22430, 1.51053, 2.46831], [2.60640, 2.43753, 1.41711], [3.22000, 2.03413, -0.29199], [4.84970, 2.86443, -0.32859], [2.26490, 3.18163, -1.34999], [3.78180, -0.71547, 4.35811], [5.01880, -0.86987, 3.08771], [3.83310, -2.15637, 3.32281], [1.24870, -0.24967, 3.96591], [1.00940, -1.62857, 2.87241], [0.44940, -0.03257, 2.37561], [4.31400, 1.60783, 2.43801], [2.87490, 1.78003, 3.46941], [2.84370, 3.48003, 1.64841], [1.51860, 2.31773, 1.41351], [4.74120, 3.90713, -0.03189], [5.23420, 2.82483, -1.34649], [5.55360, 2.35983, 0.32721], [2.29510, 4.19243, -0.94419], [1.23580, 2.84973, -1.44699], [2.72210, 3.17903, -2.33829], [4.86970, -0.73917, -0.47609], [5.22940, -0.28117, -1.41039], [4.61870, -1.81407, -0.66959], [5.69720, -0.71137, 0.23041], [-2.31570, -4.16877, 1.00901], [-2.57470, -2.66847, 0.87951], [-2.78630, -2.04347, 2.25741], [-3.78830, -2.40797, -0.00979], [-1.39300, -2.10207, 0.29331], [-1.18940, -0.69407, -0.44929], [0.93880, -0.65227, -0.67589], [-1.80630, -0.46737, -1.91539], [-1.60390, -1.09307, -3.18599], [-2.95940, -1.04417, -3.89179], [-1.13140, -2.53537, -3.01819], [-0.56500, -0.27847, -3.96029], [-1.58070, 0.51133, 0.54041], [-2.24360, 1.76433, 0.38571], [-3.63840, 1.53623, -0.19279], [-1.41910, 2.65153, -0.54519], [-2.31260, 2.36613, 1.79251], [-3.17000, -4.66697, 1.45971], [-1.43960, -4.34667, 1.62661], [-2.13690, -4.60727, 0.03101], [-3.65350, -2.48657, 2.74041], [-2.94640, -0.97387, 2.15941], [-1.91290, -2.20037, 2.88501], [-4.68860, -2.82037, 0.43951], [-3.65000, -2.86467, -0.98689], [-3.92740, -1.33887, -0.14319], [-3.70090, -1.58637, -3.30869], [-2.88790, -1.49097, -4.87939], [-3.28630, -0.01087, -3.98949], [-1.84770, -3.10737, -2.43249], [-0.16740, -2.57177, -2.51219], [-1.02240, -3.00957, -3.98899], [-0.89340, 0.75273, -4.07219], [-0.42500, -0.71357, -4.94529], [0.39250, -0.27897, -3.44039], [-3.55640, 1.02523, -1.14879], [-4.13880, 2.48913, -0.34519], [-4.23820, 0.92933, 0.48311], [-1.32440, 2.17043, -1.51639], [-0.42760, 2.80333, -0.12149], [-1.89580, 3.61913, -0.67989], [-2.90300, 1.72703, 2.44511], [-2.76610, 3.35373, 1.76781], [-1.31000, 2.44863, 2.20911]],
  "spin_multiplicity": 5,
  "e_above_lowest_kcal_mol": 12.3,
  "total_charge": 1,
  "homo_lumo_gap_ev": [6.9, 8.8],
  "s2": 6.145,
  "energy_ha": -3498.63324
}